## a
# C6H12N2O

2 unconnected molecules or ions with the total composition C6H12N2O (ωB97M-V/def2-TZVPD, OMol25).

XYZ file:
```
21
Properties=species:S:1:pos:R:3
C 0.60640 0.69148 0.98485
C 1.73665 0.60555 1.94218
C 0.46089 -0.67701 0.37773
C 0.71648 -0.87571 -0.95507
C 0.00051 -2.73350 0.03173
N 0.03893 -1.90216 1.02460
N 0.34137 -2.19918 -1.28210
H -0.21039 1.26094 1.42531
H 0.73054 1.47750 0.16645
H 2.61553 0.39437 1.47714
H 1.07150 -0.09431 -1.59519
H -0.18816 -3.85843 0.07889
H -0.14826 -2.41434 -2.09635
H 1.64437 -0.23359 2.60845
H 1.72238 1.51636 2.41868
C -2.35281 3.08955 -0.91186
O -1.00103 2.37537 -0.99885
H -1.06388 1.33459 -0.90354
H -3.07918 2.31555 -0.90636
H -2.22760 3.64197 0.00888
H -2.52944 3.76369 -1.70644
```

Properties
lowest unoccupied orbital energy = 0.84 eV
orbital gap = 9.50 eV
net charge = 0
HOMO energy = -8.665 eV
SMILES string = CCc1c[nH]cn1.CO

## b
# C6H12N2O

C6H12N2O in the gas phase (ωB97M-V/def2-TZVPD, OMol25).

XYZ file:
```
21
Properties=species:S:1:pos:R:3
C 0.40665 2.25155 1.25490
C 0.94485 -1.87592 -0.41235
C -1.33949 -1.29630 -1.19540
N -0.01681 0.89838 0.89682
N 0.04944 -0.84384 -0.97231
C 0.22515 0.55717 -0.46768
C -0.65480 0.15503 1.84209
C 0.70029 1.23697 -1.50904
O -1.02109 -1.00391 1.75554
H -0.76955 0.71089 2.78793
H 1.48593 2.35335 1.12916
H -0.09280 2.98421 0.61933
H 0.14635 2.45683 2.29176
H 0.62712 -2.15667 0.58887
H 0.92099 -2.74826 -1.06633
H -1.31888 -2.18677 -1.82463
H -1.87499 -0.49965 -1.71021
H -1.82629 -1.51959 -0.24880
H 1.95626 -1.47066 -0.39174
H 0.50997 -0.29849 -1.93219
H 0.94173 2.29569 -1.43575
```

Properties
lowest unoccupied orbital energy = 0.86 eV
orbital gap = 8.77 eV
net charge = 0
HOMO energy = -7.911 eV

## c
# C6H12N2O

2 unconnected molecules or ions with the total composition C6H12N2O (ωB97M-V/def2-TZVPD, OMol25).

XYZ file:
```
21
Properties=species:S:1:pos:R:3
C 2.66052 0.77985 -1.50326
C 0.55116 0.68727 -0.44210
C -0.63871 -0.25377 -0.84086
C -2.46978 -0.98720 0.10113
C -1.78524 0.15622 1.18786
C -0.28026 0.25664 0.76457
H 2.52315 -0.34683 -2.13110
H 2.36879 1.81562 -2.08905
H 3.67853 0.78457 -1.09672
H 2.53032 0.02382 0.50568
H 0.10519 1.77765 -0.66384
H -1.44359 0.46168 -0.99760
H -3.05591 -2.04532 0.49824
H -3.29269 0.07118 -0.57599
H -1.93455 -0.24529 2.31798
H -2.27159 0.92439 0.79997
H 1.40614 -0.60964 2.01554
H 0.20691 -1.81680 1.63000
N 1.89675 0.74029 -0.32392
N 0.49490 -0.72628 1.58983
O -1.25002 -1.44806 -0.74634
```

Properties
lowest unoccupied orbital energy = 0.77 eV
orbital gap = 8.24 eV
net charge = 0
HOMO energy = -7.466 eV

## d
# C6H12N2O

2 unconnected molecules or ions with the total composition C6H12N2O (ωB97M-V/def2-TZVPD, OMol25).

XYZ file:
```
21
Properties=species:S:1:pos:R:3
C 1.87204 0.42478 -0.51248
C 1.31454 1.39619 -1.25474
C 1.92963 -1.00806 -0.92130
N -0.00362 -0.16257 1.47800
H 2.47215 0.68744 0.35043
H -0.06044 -1.09081 1.88522
H 0.17453 0.50596 2.22110
H 1.51789 2.43798 -1.05326
H 1.49714 -1.63170 -0.14030
H -0.29971 1.47998 -0.27898
H 0.90245 1.16880 -2.22785
H 1.36960 -1.18320 -1.83596
H 2.96586 -1.31227 -1.06336
C -1.28115 0.18437 0.83818
N -2.36817 0.13381 1.79771
C -1.54291 -0.81477 -0.21484
C -1.76540 -1.56740 -1.12136
O -1.15648 1.46778 0.30108
H -2.33567 0.97342 2.36770
H -3.26338 0.12438 1.31842
H -1.93890 -2.21412 -1.93338
```

Properties
lowest unoccupied orbital energy = 1.03 eV
orbital gap = 10.35 eV
net charge = 0
HOMO energy = -9.320 eV
SMILES string = C#CC(N)(N)O.C=CC

Of them, the most stable is a and the least stable is c.

## a
# C6H12N2O

C6H12N2O in the gas phase (ωB97M-V/def2-TZVPD, OMol25).

XYZ file:
```
21
Properties=species:S:1:pos:R:3
C -2.08491 -0.22228 -0.78371
C -0.53914 -1.00824 0.88513
C 0.73801 -0.70324 0.22621
C 1.74783 0.11732 1.08664
C 0.82270 0.83347 0.14732
C -0.63621 1.43340 0.51368
H -1.49558 0.22736 -1.80587
H -2.38713 -1.36195 -0.82137
H -3.10649 0.38099 -0.90046
H -0.52763 -1.27701 1.95126
H -1.01339 -1.88968 0.27191
H 2.49394 -1.84206 -0.75425
H 0.76542 -1.24940 -1.75364
H 2.78043 0.13867 0.86336
H 1.70528 0.21646 2.16799
H 1.48057 2.36882 -1.01181
H -1.05578 1.93226 -0.40074
H -0.77602 2.01376 1.42507
N -1.46247 0.15769 0.60829
N 1.25509 -1.57340 -0.81644
O 1.29549 1.30707 -1.09854
```

Properties
lowest unoccupied orbital energy = 0.71 eV
orbital gap = 9.25 eV
net charge = 0
HOMO energy = -8.538 eV
SMILES string = CN1C[C@]2(N)C[C@]2(O)C1

## b
# C6H12N2O

C6H12N2O in the gas phase (ωB97M-V/def2-TZVPD, OMol25).

XYZ file:
```
21
Properties=species:S:1:pos:R:3
C 0.09259 -2.10594 0.23782
C 2.23419 -0.11791 -0.09402
C 0.56965 1.77882 -0.15011
N -1.72890 -0.36387 -0.18085
C -1.45472 -0.12356 1.50469
C -0.18224 -0.62568 0.20677
C 0.78438 0.29456 -0.06307
N -2.30162 0.69100 -0.90344
O -1.74477 0.97463 1.85656
H -2.14198 -1.25844 -0.41869
H -1.71399 0.94052 -1.69227
H -2.38717 1.47902 -0.25932
H -0.82804 -2.69080 0.22265
H 0.70650 -2.41691 -0.60893
H 0.60632 -2.36953 1.16531
H 2.42181 -1.09618 -0.53972
H 2.83851 0.58607 -0.67406
H 2.65254 -0.13900 0.91912
H 1.41614 2.31259 0.29222
H 0.48467 2.11597 -1.19322
H -0.32386 2.13465 0.37254
```

Properties
lowest unoccupied orbital energy = 0.91 eV
orbital gap = 8.56 eV
net charge = 0
HOMO energy = -7.645 eV

## c
# C6H12N2O

A molecular structure, C6H12N2O (ωB97M-V/def2-TZVPD, OMol25).

XYZ file:
```
21
Properties=species:S:1:pos:R:3
C 0.00070 -0.58861 -1.95258
C -2.07679 1.14502 -0.47625
C -0.20201 -0.65034 -0.43814
C -1.56600 -0.15638 0.07416
N -2.22606 -0.79159 0.94770
O 0.23431 -1.76751 0.13773
H -1.72987 -1.65511 1.18808
H -0.70656 -1.26551 -2.43583
H 1.00904 -0.92433 -2.19245
H -0.14958 0.41441 -2.35062
H -2.35094 1.03863 -1.52870
H -2.95595 1.45882 0.08272
H -1.30815 1.92035 -0.41711
C 1.98071 -0.52353 1.55352
C 1.67332 0.69582 0.97840
N 1.68118 1.90111 0.76541
H 2.38208 2.44688 1.26941
H 0.52281 0.22747 -0.01040
H 2.95193 -0.92809 1.28019
H 1.72475 -0.61427 2.60539
H 1.11107 -1.38321 0.91939
```

Properties
lowest unoccupied orbital energy = -0.03 eV
orbital gap = 9.30 eV
net charge = 0
HOMO energy = -9.330 eV

## d
# C6H12N2O

C6H12N2O in the gas phase (ωB97M-V/def2-TZVPD, OMol25).

XYZ file:
```
21
Properties=species:S:1:pos:R:3
C 0.45213 -1.40336 0.95628
C -0.84864 2.29812 0.57751
C -1.01392 -1.67834 1.19603
C 0.37171 0.67930 -0.68091
C 0.84803 -0.71113 -0.71535
N 0.37600 1.48158 -1.79799
C 0.99894 -1.43300 -1.82968
O 1.10170 -0.80196 2.02010
N -0.14108 1.03563 0.46313
H 0.70835 0.08473 2.12466
H 0.98410 -2.33126 0.75671
H 0.34677 2.47921 -1.64086
H 1.00557 1.20240 -2.53601
H -1.32897 2.34753 1.55945
H -1.63050 2.41148 -0.18309
H -0.16362 3.15241 0.51751
H -1.54669 -0.81419 1.60032
H -1.50431 -1.99879 0.27475
H -1.11428 -2.47421 1.94432
H 0.74369 -1.06646 -2.82242
H 1.35502 -2.45965 -1.78449
```

Properties
lowest unoccupied orbital energy = 0.82 eV
orbital gap = 9.70 eV
net charge = 0
HOMO energy = -8.878 eV
SMILES string = C=C(/C(N)=N/C)[C@H](C)O

Of them, the most stable is d and the least stable is a.